[1]
This record from the OMol25 dataset describes a molecular structure, C7H8N at a distorted geometry. The level of theory is ωB97M-V/def2-TZVPD.

Values from the calculation:
- max |F| (eV/Å) = 6.01
- 2S+1 = 1
- charge = +1
- E (eV) = -8864.8370
- frontier orbital gap (alpha / beta) (Ha) = 0.2939 / 0.2938

Each line ends with the natural charge from an NBO analysis.
CARTESIAN COORDINATES (ANGSTROEM)
C 1.09 -1.43 -0.07  0.39
C 2.34 -1.15 -0.03  -0.08
C -3.45 -0.15 0.03  -0.16
C -2.11 -0.10 0.13  -0.29
C -1.28 -1.14 -0.24  0.19
C 2.20 0.08 0.48  0.14
C 2.59 1.27 -0.30  -0.70
N -0.04 -0.99 0.04  -0.41
H -4.19 0.52 0.27  0.23
H -3.81 -1.01 -0.37  0.19
H -1.51 0.78 0.67  0.23
H -1.62 -2.00 -0.65  0.22
H 2.05 0.37 1.61  0.25
H 1.87 2.19 -0.11  0.25
H 2.30 1.22 -1.38  0.26
H 3.56 1.53 -0.06  0.28

=====

[2]
This record from the OMol25 dataset describes a single C7H8N2O molecule at a distorted geometry. The level of theory is ωB97M-V/def2-TZVPD.

Values from the calculation:
- max |F| (eV/Å) = 4.43
- 2S+1 = 1
- SMILES = O[C@H]1C2=CC[C@H]1c1[nH][nH]c12
- E (eV) = -12407.4498
- frontier orbital gap (alpha / beta) (Ha) = 0.2848 / 0.2851

Each line ends with the natural charge from an NBO analysis.
CARTESIAN COORDINATES (ANGSTROEM)
O -1.13 0.07 -2.42  -0.71
C -0.36 0.74 -1.39  0.09
C -0.87 1.00 0.08  -0.01
C 0.21 1.51 0.79  -0.23
C 1.36 0.94 0.01  -0.46
C 0.69 -0.22 -0.83  -0.28
C -0.32 -1.08 -0.12  0.01
N -0.37 -2.03 1.05  -0.44
N -1.25 -1.05 1.70  -0.43
C -1.31 -0.25 0.59  0.13
H -1.04 -0.86 -2.36  0.48
H 0.14 1.58 -1.75  0.19
H 0.21 1.63 1.99  0.22
H 1.91 1.52 -0.67  0.22
H 2.19 0.72 0.82  0.23
H 1.53 -0.64 -1.56  0.24
H 0.34 -2.23 1.70  0.37
H -1.92 -1.35 2.39  0.40

=====

[3]
This record from the OMol25 dataset describes a single C7H8N2O2 molecule at a distorted geometry. The level of theory is ωB97M-V/def2-TZVPD.

Values from the calculation:
- max |F| (eV/Å) = 4.28
- 2S+1 = 1
- E (eV) = -14459.9989
- frontier orbital gap (Ha) = 0.3001

Each line ends with the natural charge from an NBO analysis.
CARTESIAN COORDINATES (ANGSTROEM)
C -2.90 -1.04 -0.36  -0.43
C -3.87 0.00 -0.18  -0.04
C -1.72 -0.32 -0.25  0.39
C -0.14 1.81 -0.12  0.86
C 0.52 0.46 -0.11  0.11
C 1.52 0.56 -1.23  -0.62
C 1.01 0.22 1.31  -0.64
N -3.37 1.18 0.13  -0.29
N -2.05 0.92 0.18  -0.34
O -0.11 2.94 -0.38  -0.39
O -0.39 -0.55 -0.49  -0.48
H -3.04 -1.96 -0.87  0.22
H -4.88 -0.32 -0.19  0.19
H 1.91 1.60 -1.34  0.23
H 0.95 0.33 -2.16  0.25
H 2.27 -0.22 -1.17  0.24
H 0.42 0.60 2.12  0.25
H 2.03 0.63 1.60  0.24
H 1.18 -0.98 1.40  0.25

=====

[4]
This record from the OMol25 dataset describes 2 unconnected molecules or ions with the total composition C7H8N2O2 at a distorted geometry. The level of theory is ωB97M-V/def2-TZVPD.

Values from the calculation:
- max |F| (eV/Å) = 3.60
- 2S+1 = 1
- E (eV) = -14457.2256
- frontier orbital gap (alpha / beta) (Ha) = 0.2879 / 0.2961

Each line ends with the natural charge from an NBO analysis.
CARTESIAN COORDINATES (ANGSTROEM)
C 2.70 0.90 -0.07  -0.18
C 1.60 1.62 0.48  -0.20
C 2.36 -0.18 -0.84  -0.22
C 0.33 1.14 0.43  -0.18
C 1.07 -0.67 -0.94  -0.18
C 0.03 -0.05 -0.27  -0.13
C -1.28 -0.62 -0.42  0.07
N -1.91 -1.48 1.61  -0.73
N -2.43 0.27 -0.36  0.47
O -3.37 -0.01 -1.09  -0.37
O -2.40 1.28 0.37  -0.38
H 3.65 1.31 0.19  0.22
H 1.70 2.53 1.05  0.22
H 3.35 -0.71 -1.13  0.22
H -0.56 1.38 0.91  0.26
H 1.02 -1.40 -1.67  0.22
H -1.33 -1.47 -1.08  0.23
H -1.59 -2.38 1.37  0.32
H -2.95 -1.46 1.47  0.33

=====

[5]
This record from the OMol25 dataset describes a single C7H8N2O2 molecule at a distorted geometry. The level of theory is ωB97M-V/def2-TZVPD.

Values from the calculation:
- max |F| (eV/Å) = 2.21
- 2S+1 = 1
- SMILES = CN(N=O)c1ccccc1O
- E (eV) = -14461.4559
- frontier orbital gap (Ha) = 0.3235

Each line ends with the natural charge from an NBO analysis.
CARTESIAN COORDINATES (ANGSTROEM)
C -0.20 1.72 1.80  -0.46
N -0.66 0.84 0.71  -0.20
N -1.93 0.80 0.38  0.20
O -2.61 1.64 0.91  -0.38
C 0.28 0.11 -0.02  0.03
C 1.61 0.57 -0.13  -0.22
C 2.57 -0.21 -0.68  -0.25
C 2.21 -1.51 -1.16  -0.19
C 0.88 -1.90 -1.19  -0.26
C -0.12 -1.12 -0.58  0.32
O -1.37 -1.54 -0.65  -0.66
H 0.83 1.46 2.05  0.23
H -0.22 2.75 1.39  0.22
H -0.85 1.65 2.68  0.24
H 1.77 1.60 0.16  0.22
H 3.58 0.18 -0.83  0.22
H 2.97 -2.21 -1.60  0.22
H 0.54 -2.86 -1.56  0.23
H -1.95 -0.88 -0.14  0.49

=====

[6]
This record from the OMol25 dataset describes a single C7H8N2O2S3 molecule at a distorted geometry. The level of theory is ωB97M-V/def2-TZVPD.

Values from the calculation:
- max |F| (eV/Å) = 4.49
- 2S+1 = 1
- SMILES = NN=[S@@](=O)(OC(=S)S)c1ccccc1
- E (eV) = -46964.4437
- frontier orbital gap (Ha) = 0.3019

Each line ends with the natural charge from an NBO analysis.
CARTESIAN COORDINATES (ANGSTROEM)
N -0.88 3.38 -1.16  -0.59
N -0.40 2.16 -1.00  -0.61
S -0.65 1.27 0.29  2.03
O -0.57 2.12 1.43  -0.92
O -2.09 0.24 0.61  -0.71
C -2.56 -0.76 0.01  0.11
S -1.60 -1.74 -0.89  -0.16
S -4.34 -1.03 0.25  0.02
C 0.75 0.16 0.27  -0.28
C 1.26 -0.24 -0.98  -0.16
C 2.11 -1.32 -0.93  -0.20
C 2.65 -1.81 0.28  -0.16
C 2.20 -1.35 1.47  -0.20
C 1.20 -0.39 1.45  -0.18
H -1.73 3.48 -1.80  0.37
H -0.97 3.74 -0.21  0.36
H -4.39 -2.16 -0.46  0.16
H 0.92 0.17 -1.98  0.27
H 2.54 -1.71 -1.78  0.21
H 3.35 -2.52 0.34  0.21
H 2.50 -1.61 2.38  0.21
H 0.72 -0.08 2.43  0.24

=====

[7]
This record from the OMol25 dataset describes 2 unconnected molecules or ions with the total composition C7H8N2P at a distorted geometry. The level of theory is ωB97M-V/def2-TZVPD.

Values from the calculation:
- max |F| (eV/Å) = 3.75
- 2S+1 = 1
- charge = +1
- E (eV) = -19645.4828
- frontier orbital gap (alpha / beta) (Ha) = 0.3262 / 0.2589

Each line ends with the natural charge from an NBO analysis.
CARTESIAN COORDINATES (ANGSTROEM)
C -2.18 0.40 0.07  -0.10
C -2.29 -1.01 0.12  -0.23
C -0.97 1.04 -0.01  -0.25
C -1.18 -1.78 0.07  0.04
C 0.15 0.21 0.06  0.40
C 1.28 -1.78 0.04  -0.13
C 1.85 2.03 0.01  -0.43
N 0.04 -1.15 0.08  -0.39
N 1.49 0.64 0.08  -0.61
P 2.61 -0.69 0.14  0.88
H -3.05 0.98 -0.11  0.24
H -3.31 -1.30 0.29  0.26
H -1.00 2.04 -0.26  0.25
H -1.16 -2.90 0.28  0.26
H 2.13 -4.02 -0.98  0.09
H 1.12 2.56 -0.68  0.23
H 1.58 2.54 1.00  0.23
H 2.89 2.19 -0.20  0.25

=====

[8]
This record from the OMol25 dataset describes a gas-phase ion, C7H8N3 (charge +1) at a distorted geometry. The level of theory is ωB97M-V/def2-TZVPD.

Values from the calculation:
- max |F| (eV/Å) = 6.08
- 2S+1 = 1
- charge = +1
- SMILES = Cc1c[nH][n+]2cccnc12
- E (eV) = -11850.7032
- frontier orbital gap (Ha) = 0.3202

Each line ends with the natural charge from an NBO analysis.
CARTESIAN COORDINATES (ANGSTROEM)
C 1.46 -0.94 -1.89  -0.66
C 0.38 -0.62 -1.04  -0.02
C -0.90 -1.21 -1.03  0.01
N -1.69 -0.60 -0.05  -0.31
N -0.92 0.09 0.72  -0.11
C -1.35 0.88 1.78  0.05
C -0.43 1.70 2.40  -0.25
C 0.90 1.75 1.88  0.12
N 1.23 1.13 0.74  -0.38
C 0.36 0.27 0.22  0.37
H 1.46 -1.92 -2.31  0.26
H 1.32 -0.24 -2.79  0.25
H 2.31 -0.59 -1.37  0.25
H -1.35 -1.85 -1.65  0.23
H -2.60 -0.93 0.34  0.44
H -2.39 0.77 2.15  0.25
H -0.68 2.30 3.26  0.27
H 1.68 2.45 2.23  0.24